{
  "formula": "C6H5ClN2O4S",
  "method": "ωB97M-V/def2-TZVPD",
  "elements": ["C", "C", "C", "C", "C", "C", "N", "N", "O", "O", "O", "O", "S", "Cl", "H", "H", "H", "H", "H"],
  "xyz": [[-1.098762, 0.330155, 0.301225], [-0.655483, -0.802114, 1.010453], [-0.294526, 0.989526, -0.518614], [0.613052, -1.287281, 0.782820], [1.203534, 0.613083, -0.801398], [1.488201, -0.624575, -0.055860], [1.884063, 1.884387, -0.229350], [2.372386, -1.535304, -0.855240], [2.400858, 2.581785, -1.049630], [2.319561, -2.714248, -0.551819], [1.938362, 1.961427, 0.965875], [3.068211, -1.069091, -1.747189], [3.362018, -0.171597, 1.313506], [4.832564, 0.256676, 0.063071], [-2.158151, 0.618864, 0.496506], [-1.438904, -1.374640, 1.630317], [-0.735145, 1.817804, -0.824289], [1.189924, -2.169952, 1.221639], [1.442521, 0.761837, -1.874558]],
  "atomic_forces_ev_per_a": [[-1.1713, 0.2723, 0.2428], [0.6095, -3.3816, 1.1322], [1.8526, -3.0779, 0.9967], [-1.2641, -1.5074, 2.4860], [-3.2210, 2.4670, 0.1479], [4.4724, 1.3486, -1.2775], [0.5636, -1.8109, 0.1603], [-0.0104, -0.8318, -0.5189], [0.2268, 1.2196, -0.5568], [0.3461, 0.1803, -0.3128], [-0.6553, 1.2346, 0.2836], [-0.7399, -0.0557, 0.6076], [-1.0410, -1.1999, -0.1558], [0.1684, 0.1221, -0.1034], [1.0887, 0.1774, -0.4318], [1.7005, 0.9156, -0.7813], [-1.0539, 3.9834, -2.3556], [-1.8410, 0.9815, -0.2790], [-0.0309, -1.0372, 0.7157]],
  "total_charge": 0,
  "largest_force_ev_per_a": 4.843,
  "homo_lumo_gap_ev": 6.8,
  "e_homo_ha": -0.331,
  "relative_energy_ev": 1.367
}

=====

{
  "formula": "C6H5ClNO2S",
  "method": "ωB97M-V/def2-TZVPD",
  "elements": ["C", "C", "C", "C", "C", "C", "N", "O", "O", "S", "Cl", "H", "H", "H", "H", "H"],
  "xyz": [[-1.067473, 0.306256, -0.177195], [-0.023108, 1.207829, -0.015453], [-0.843042, -1.037437, -0.167813], [1.284969, 0.792175, 0.161178], [0.433629, -1.457091, 0.159319], [1.504148, -0.563596, 0.288767], [4.272069, 2.411916, -0.045952], [3.084327, -2.044021, -1.175827], [3.671080, -1.876382, 1.305473], [3.294391, -1.213999, 0.041086], [5.192318, 1.107808, -0.027825], [-2.116557, 0.814268, -0.223448], [-0.101289, 2.363749, -0.079627], [-1.624828, -1.804167, -0.344558], [2.050277, 1.514927, 0.062256], [0.682358, -2.578626, 0.266574]],
  "atomic_forces_ev_per_a": [[-2.4900, 3.2179, 0.0598], [0.3027, 2.3771, -0.0917], [-0.1555, -1.6607, 0.5872], [-1.0328, -0.9769, -0.2914], [1.2029, -1.8997, 0.1598], [0.5220, -1.1787, -0.4965], [0.3361, -0.1019, -0.0150], [-0.1120, -0.7141, 0.4476], [-0.2563, -0.9136, 0.2879], [-0.5326, 1.5107, -0.5163], [0.2348, 0.7709, 0.0292], [1.7739, -1.3945, -0.2976], [-0.6417, -2.0967, 0.0668], [0.3928, 0.7725, 0.1826], [0.9109, 0.4265, 0.2790], [-0.4552, 1.8611, -0.3912]],
  "total_charge": -1,
  "multiplicity": 3,
  "largest_force_ev_per_a": 4.069,
  "homo_lumo_gap_ev": [6.7, 5.8],
  "e_homo_ha": [-0.118, -0.117],
  "relative_energy_ev": 0.000
}

=====

{
  "formula": "C6H5ClO",
  "method": "ωB97M-V/def2-TZVPD",
  "elements": ["C", "C", "C", "C", "C", "C", "H", "H", "H", "H", "H", "O", "Cl"],
  "xyz": [[0.076513, 0.461658, -1.079703], [-1.005607, 0.084680, -0.010781], [-0.296753, 0.693966, 1.201007], [0.888864, 0.336509, 1.006652], [0.940670, -0.452757, -0.223651], [-0.451479, -1.200875, 0.035842], [0.419515, 1.514258, -1.208170], [-2.278372, -0.006072, 0.061899], [-0.867787, 1.287042, 1.798451], [1.652675, 0.422232, 1.694871], [1.947474, -0.763663, -0.600819], [-0.891997, -2.250055, 0.245625], [-0.133716, -0.126922, -2.921223]],
  "atomic_forces_ev_per_a": [[-0.3357, 0.8739, -2.4338], [-6.0805, 3.0406, -0.1072], [-5.1053, 0.4079, -2.1003], [4.6572, -1.2060, 0.6455], [1.8188, -1.0757, -1.5301], [2.6567, -1.4238, -0.1084], [-0.5680, -0.8424, 0.3267], [3.6383, 1.0729, -0.8553], [-0.8289, 1.3565, 2.2404], [1.8583, 0.4377, 1.0371], [-1.1400, -0.1738, 0.3785], [-0.5791, -2.8513, 0.2943], [0.0082, 0.3834, 2.2125]],
  "total_charge": 0,
  "largest_force_ev_per_a": 6.799,
  "homo_lumo_gap_ev": 10.7,
  "e_homo_ha": -0.364,
  "relative_energy_ev": 3.529
}